No. 1
The following is a quantum chemistry calculation of a 7-piece molecular cluster, C15H44N4O7 overall in a non-equilibrium geometry, from the Open Molecules 2025 dataset.

```
70
Properties=species:S:1:pos:R:3:forces:R:3:mulliken_charge:R:1
N -0.989272 2.858191 0.538391 0.4576 0.8062 1.1184 -0.24
C -1.139809 1.590337 0.274838 0.3461 -0.1331 -7.1041 0.28
N -1.872893 0.966870 1.114694 -1.7983 -5.6273 1.1539 -0.29
O -0.843761 1.066475 -0.902852 -0.3431 1.5389 3.9249 -0.53
H -0.575791 3.297555 -0.221979 1.1787 1.6627 -0.8120 0.32
H -0.925548 3.117596 1.516943 0.3815 0.7444 -0.0682 0.19
H -2.133162 0.043019 0.730737 0.1430 0.3540 0.7693 -0.07
H -2.437115 1.343234 1.823629 -0.5890 0.9109 0.6678 0.24
N 0.144123 0.866110 3.152548 -1.0406 -2.5579 -1.3272 0.08
C 0.618142 1.944917 3.758240 -4.3267 5.4366 -1.9253 0.66
N 1.526931 1.673549 4.639321 3.7620 -0.5624 3.2092 -0.40
O 0.090893 3.191504 3.561064 2.5449 -5.3495 0.4476 -0.75
H -0.521312 0.841271 2.345898 0.9018 0.3547 1.3518 -0.07
H 0.298966 -0.065216 3.583695 0.0020 1.2577 -0.5983 0.11
H 1.926704 2.428533 5.194763 -0.4053 -0.3057 -0.4094 0.27
H 2.016450 0.750852 4.752826 -1.0753 1.5577 -0.5234 0.20
C -0.991996 -2.232014 5.761786 0.0068 0.8705 2.2762 -1.17
C -1.971321 -2.713527 4.704850 0.4964 7.5683 -0.1460 0.50
C -1.800254 -1.750030 3.480544 -1.6035 -0.0483 0.8023 -1.87
O -1.647612 -3.864808 4.336929 0.0328 -8.9677 0.3634 -0.51
H 0.036444 -2.693367 5.888460 -1.5802 -0.2569 -0.5052 0.28
H -1.645496 -2.401083 6.637414 1.3047 0.3124 0.6230 0.31
H -0.750796 -1.158854 5.698342 -0.5213 -0.1416 0.1214 0.28
H -3.018535 -2.724038 5.058074 0.2974 0.6131 0.0926 0.32
H -1.925625 -0.772749 3.838975 0.3194 1.6825 0.6537 0.63
H -2.700778 -1.816291 2.920918 -0.5644 -0.6112 -1.3689 0.46
H -0.910504 -1.778255 2.841637 -0.0566 -0.6357 0.3384 0.45
H -1.239372 -3.815784 3.536043 1.7580 -0.4828 -3.3166 0.32
C 1.112016 1.049193 -4.301253 -0.2164 0.3176 1.7363 -0.79
C -0.392427 1.332191 -4.208108 4.4173 6.2487 -5.5029 0.46
C -0.928195 1.546179 -5.656884 -0.9889 -2.2790 1.0561 -1.54
O -1.144171 0.573834 -3.583671 -5.2293 -6.4150 5.4257 -0.50
H 1.558001 1.664442 -5.068687 0.2235 0.0123 -0.2498 0.52
H 1.304624 -0.001614 -4.444177 0.2837 -0.4208 -0.1940 0.23
H 1.493183 1.397641 -3.311982 0.3631 -0.6391 -0.7425 -0.22
H -0.390823 2.268689 -3.677257 -0.0355 1.5173 -0.2043 0.26
H -0.764417 0.584656 -6.190705 0.2491 0.4919 0.0617 0.33
H -0.404243 2.325250 -6.141195 0.1363 0.9478 -0.7035 0.42
H -2.039614 1.589376 -5.630895 0.7067 0.7281 -0.0771 0.36
H -1.206039 0.816140 -2.626876 0.1305 -0.4872 -0.6447 0.43
C -1.501127 -3.218479 -2.080143 1.7921 0.0139 2.3381 -1.68
C -1.886921 -2.046187 -1.154558 -5.7815 0.0332 -11.2364 1.50
C -3.390441 -2.055328 -1.030968 -0.7126 -0.8983 -2.1927 -1.96
O -1.406354 -1.899570 -0.043148 5.0911 0.0404 9.5083 -0.28
H -1.666166 -4.109478 -1.484174 0.5706 -0.6562 -0.0645 0.41
H -0.483220 -3.059050 -2.448378 0.1833 -0.5986 0.4347 0.21
H -2.056171 -3.323574 -2.946077 -1.6020 0.2817 -1.5744 0.44
H -1.595307 -1.164229 -1.793552 -0.7715 -0.2414 0.0490 -0.32
H -3.827640 -2.083549 -2.051693 0.0868 -0.2297 0.5783 0.41
H -3.679490 -1.131201 -0.677252 -0.8308 2.1783 1.1507 0.58
H -3.875790 -2.816979 -0.416906 0.5107 -0.2689 0.0182 0.32
H -0.465547 -1.851111 -0.237849 1.1770 0.2495 1.1710 0.39
C 3.993763 3.202492 -0.989666 3.1574 1.0779 1.1761 -1.36
C 3.763288 1.728901 -0.830306 -1.7360 1.7581 5.4179 0.43
C 2.287757 1.557147 -0.326965 2.7559 -0.4845 2.9262 -1.12
O 3.933585 1.002821 -1.883805 0.4803 -3.3257 -5.9339 -0.46
H 4.815477 3.233244 -1.735647 -0.5487 0.7394 0.0422 0.35
H 4.511276 3.564848 -0.029425 -0.8638 -0.2921 -1.2019 0.32
H 3.192542 3.913621 -1.184072 -0.2045 -0.5099 -0.3787 0.28
H 4.536778 1.295980 -0.120027 -1.1061 0.9918 0.5057 0.40
H 2.117524 0.542646 -0.033931 -0.1473 -0.7805 0.1767 0.11
H 1.532818 1.800761 -0.966366 -1.6310 0.8019 -2.4049 0.28
H 2.092484 2.160863 0.585292 0.4314 -0.1601 -0.3902 0.42
H 4.859773 0.834251 -2.113351 -0.4312 0.3044 0.1951 0.32
C 1.517379 -1.396957 -1.874543 0.9494 1.3503 -1.9321 -0.34
O 1.280442 -1.808424 -0.597485 -2.1044 1.6436 1.1587 -0.45
H 2.213325 -0.590599 -2.081405 0.4521 0.2902 1.0211 0.16
H 0.648661 -1.045786 -2.336230 -1.8460 0.5612 -0.2724 -0.18
H 1.841549 -2.142485 -2.527738 0.6203 -1.9155 -0.8593 0.67
H 1.880155 -2.434563 -0.314670 1.9897 -1.9674 0.8035 0.17
```
Forces are in eV/Å.

Its relative energy (zero: lowest compared OMol25 entry of this formula, charge and spin) is 6.400 eV. The gap between HOMO and LUMO is 0.3268 hartree. As for the net charge: 0. The SMILES is NC(N)=O.NC(N)=O.CC(C)O.CC(C)O.CC(C)O.CC(C)O.CO.

=====

No. 2
The following is a quantum chemistry calculation of C2H3FNaOP as an isolated structure, from the Open Molecules 2025 dataset.

```
9
Properties=species:S:1:pos:R:3:forces:R:3:mulliken_charge:R:1
P -1.828785 -0.590033 -1.263298 0.1744 0.0098 -0.5461 -0.06
F 0.081699 -0.708209 -0.797888 -0.1982 0.2957 0.4707 -0.14
Na -1.129565 -0.422073 -4.436838 -0.1234 -0.0470 0.4993 0.76
O 1.568481 0.195430 0.762539 -0.1099 -0.2456 -0.0328 -0.33
C 0.337080 0.844526 1.180729 -0.3404 0.3419 -0.2056 -0.28
C 0.422804 -0.496226 0.646672 0.6695 -0.3015 0.1818 0.21
H 0.013192 1.653255 0.521274 0.0759 -0.2414 0.2345 0.23
H 0.234305 0.989363 2.257237 -0.0292 -0.0450 -0.3099 0.25
H 0.300788 -1.466033 1.129572 -0.1187 0.2332 -0.2919 0.37
```
Forces are in eV/Å.

Its relative energy (zero: lowest compared OMol25 entry of this formula, charge and spin) is 0.000 eV. As for the multiplicity: 2. The gap between HOMO and LUMO (spin up / spin down) is 0.2752 / 0.2525 hartree. As for the net charge: +1.

=====

No. 3
The following is a quantum chemistry calculation of C6H25O9 as an isolated structure in a non-equilibrium geometry, from the Open Molecules 2025 dataset.

```
40
Properties=species:S:1:pos:R:3:forces:R:3:mulliken_charge:R:1
O -3.166842 1.259093 -21.226465 -7.2973 0.1505 -8.7546 -0.61
H -3.229759 2.016293 -21.813216 -0.3787 0.2666 -0.3771 0.38
H -3.005829 1.618515 -20.350971 -0.9143 -0.2643 0.8073 0.79
H -2.311760 0.870514 -21.425071 0.2323 0.1512 -1.6240 0.47
O -3.035910 3.124497 -17.823326 -3.5045 7.5868 7.3725 -0.65
H -2.783886 4.050597 -17.843871 -0.9348 1.0575 -0.3043 0.40
H -2.281220 2.855922 -17.294261 0.6512 -1.1176 2.2952 0.43
H -2.901879 2.708448 -18.678030 -1.9843 1.0028 -2.9558 0.64
O -2.728207 2.105038 -19.494762 5.1959 0.1649 3.1762 -0.68
H -2.054186 1.788379 -18.862349 -0.3904 -1.3086 -1.4399 -0.99
C -1.555708 -1.815114 -20.171244 -2.5097 0.2774 -0.6709 -0.84
C -1.320243 -0.323492 -20.146395 1.7291 -0.7855 0.9268 0.48
O -1.348196 0.304956 -21.456229 5.8548 -4.2350 0.9439 -0.54
O -1.130620 -2.425508 -21.369900 1.2427 0.1653 0.6779 -0.58
H -2.638889 -1.934893 -20.192882 0.6668 -0.5186 0.2403 0.50
H -1.183379 -2.188239 -19.217176 0.4598 -0.6505 -0.4347 0.40
H -0.320487 -0.199034 -19.730323 0.2019 0.3042 -0.4460 0.64
H -1.923004 0.224329 -19.422051 -0.4370 -0.9129 -0.8761 -0.54
H -0.408460 0.269778 -21.649279 0.1816 0.6482 -0.9242 0.43
H -1.412910 -1.784244 -22.026172 -0.1140 -0.2767 -0.5679 0.34
C -0.689858 1.433167 -17.329678 2.5406 -0.5948 0.7941 -0.40
C 0.228022 2.292624 -18.250889 -1.3485 0.9017 -0.8385 -0.32
O -0.168962 2.146108 -19.641322 1.9560 0.0258 1.0980 -0.55
O -1.486322 2.250231 -16.485071 1.8639 -0.8220 1.4012 -0.53
H -0.074851 0.843423 -16.649922 0.2486 -0.1387 -0.1770 0.43
H -1.276961 0.678617 -17.853181 -0.0883 0.2034 -0.0649 0.37
H 1.307892 2.248165 -18.109446 -0.1223 -1.1645 -0.2958 0.38
H 0.101825 3.344356 -17.993906 -0.4977 0.2339 0.3505 0.35
H -1.089749 2.413419 -19.689048 0.3789 0.6306 -0.8189 0.60
H -1.748396 1.714014 -15.733145 -0.3217 0.1835 0.3639 0.35
C -5.325266 -0.226766 -18.718277 -1.5094 -0.1244 0.3147 -0.78
C -4.528996 -1.212874 -19.520515 0.0668 0.6838 0.0172 -0.12
O -4.250728 -0.816083 -20.864684 -0.6996 -1.1096 0.5474 -0.49
O -4.976618 1.097443 -18.964644 -0.3232 0.4654 -0.0410 -0.48
H -5.313619 -0.374009 -17.638332 0.5016 -0.7185 0.1702 0.33
H -6.379888 -0.403222 -18.929793 -0.2024 0.5882 -0.4278 0.37
H -5.098022 -2.141022 -19.467039 0.6101 -0.4700 -0.0115 0.42
H -3.525910 -1.229098 -19.094288 -0.4695 -0.6717 0.5478 0.05
H -4.947620 -0.264875 -21.228144 -0.1568 0.0703 0.1428 0.34
H -4.086952 1.198883 -18.618520 -0.3781 0.1219 -0.1373 0.22
```
Forces are in eV/Å.

Its relative energy (zero: lowest compared OMol25 entry of this formula, charge and spin) is 6.503 eV. The gap between HOMO and LUMO is 0.3642 hartree. As for the net charge: +1.

=====

No. 4
The following is a quantum chemistry calculation of a 4-piece molecular cluster, C4H14NO3 overall in a non-equilibrium geometry, from the Open Molecules 2025 dataset.

```
22
Properties=species:S:1:pos:R:3:forces:R:3:mulliken_charge:R:1
C 2.544326 -0.958041 2.534316 -0.6363 -2.0455 1.7232 -1.18
C 1.279148 -0.626626 1.832750 2.1235 -1.1162 -0.4605 -0.09
C 1.324835 -0.351018 0.535002 1.6444 -2.6105 0.1692 -0.24
N 0.077798 -0.099270 -0.042272 2.2753 1.9500 -3.4812 0.12
C 0.025995 0.518378 -1.175331 0.4926 0.8893 -1.6864 -0.02
H 2.957603 -0.124077 3.032056 0.9828 1.2844 -0.1222 0.32
H 2.387803 -1.599898 3.458648 -0.2929 0.3283 -1.2597 0.35
H 3.207246 -1.536777 1.895580 0.4234 0.4960 0.0159 0.34
H 0.396131 -0.933405 2.320409 -1.3099 0.7531 0.4765 0.46
H 2.245435 -0.660901 -0.113376 -1.9128 1.4545 1.0442 0.28
H -0.615851 -0.010851 0.626769 -2.4663 0.0487 1.5206 0.22
H -0.863762 1.164698 -1.497273 0.9066 -1.6288 0.3826 0.32
H 0.964999 0.524892 -1.885684 -2.0149 -0.1194 1.9050 0.15
H -1.598617 -0.280218 3.468033 -0.1692 0.0401 -0.0609 0.31
H -2.734022 -0.704585 2.552250 -1.6295 -0.7407 0.0631 0.30
O -1.889177 -0.311604 2.549146 1.8187 0.7570 -0.1652 -0.63
H -0.327066 -0.310423 -4.617979 0.5836 0.0830 -0.3337 0.31
H 1.258909 -0.126624 -4.202011 -2.4210 -0.4734 -0.0700 0.34
O 0.312490 -0.317292 -3.898615 1.8791 0.3620 0.2810 -0.64
H -2.456993 2.499498 -0.954573 -0.5833 -0.9429 -1.2141 0.36
H -2.999871 2.156674 -2.378648 -0.6385 0.7129 -1.0058 0.31
O -2.599858 1.771487 -1.621621 0.9445 0.5182 2.2785 -0.69
```
Forces are in eV/Å.

Its relative energy (zero: lowest compared OMol25 entry of this formula, charge and spin) is 2.723 eV. The gap between HOMO and LUMO is 0.3424 hartree. As for the net charge: +1.

=====

Number 2 is which compound?
C2H3FNaOP